Entry 1:
Molecular formula: C12H16F6N2O4
Method: DFT, the ωB97M-V functional and the def2-TZVPD basis

Results
E_LUMO = 0.0113 Ha
charge = 0
SMILES string = CCOC(=O)C(F)(F)F.CCOC(=O)C(F)(F)F.CC#N.CC#N
HOMO-LUMO gap = 11.62 eV
energy above the lowest of the compared OMol25 structures with the same formula, charge and spin = 0.000 eV

Each atom is followed by the atoms it is bonded to, with distances in Å.
Element x y z (Å)
1 C -29.271 15.090 13.525  C2 1.498, H10 1.090, H11 1.090, H12 1.090
2 C -28.357 15.080 12.339  C1 1.498, O3 1.451, H13 1.090, H14 1.090
3 O -27.551 13.880 12.212  C2 1.451, C4 1.349
4 C -28.174 12.785 11.731  O3 1.349, O5 1.198, C6 1.515
5 O -29.334 12.686 11.447  C4 1.198
6 C -27.239 11.596 11.639  C4 1.515, F7 1.305, F8 1.319, F9 1.333
7 F -27.899 10.504 11.911  C6 1.305
8 F -26.789 11.627 10.400  C6 1.319
9 F -26.204 11.554 12.477  C6 1.333
10 H -29.754 16.049 13.714  C1 1.090
11 H -28.724 14.829 14.431  C1 1.090
12 H -30.018 14.311 13.371  C1 1.090
13 H -27.706 15.922 12.577  C2 1.090
14 H -28.868 15.384 11.426  C2 1.090
15 C -22.066 9.593 19.435  C16 1.562, H24 1.090, H25 1.090, H26 1.090
16 C -22.765 10.864 18.856  C15 1.562, O17 1.426, H27 1.090, H28 1.090
17 O -21.849 11.931 19.094  C16 1.426, C18 1.414
18 C -22.235 13.260 18.799  O17 1.414, O19 1.244, C20 1.561
19 O -23.376 13.520 18.378  C18 1.244
20 C -21.278 14.410 19.245  C18 1.561, F21 1.386, F22 1.336, F23 1.397
21 F -19.995 13.986 19.554  C20 1.386
22 F -21.241 15.431 18.385  C20 1.336
23 F -21.758 14.988 20.423  C20 1.397
24 H -21.847 9.705 20.497  C15 1.090
25 H -21.068 9.454 19.018  C15 1.090
26 H -22.752 8.770 19.236  C15 1.090
27 H -23.790 11.115 19.128  C16 1.090
28 H -22.751 10.647 17.788  C16 1.090
29 C -18.632 12.747 12.699  C30 1.468, H32 1.090, H33 1.090, H34 1.090
30 C -17.946 12.571 13.985  C29 1.468, N31 1.123
31 N -17.379 12.435 14.944  C30 1.123
32 H -19.537 12.140 12.713  C29 1.090
33 H -17.848 12.605 11.956  C29 1.090
34 H -18.867 13.807 12.601  C29 1.090
35 C -17.153 10.497 22.291  C36 1.445, H38 1.090, H39 1.090, H40 1.090
36 C -18.234 11.135 23.006  C35 1.445, N37 1.143
37 N -19.076 11.641 23.591  C36 1.143
38 H -17.406 10.336 21.243  C35 1.090
39 H -17.014 9.538 22.791  C35 1.090
40 H -16.308 11.148 22.516  C35 1.090


Entry 2:
Molecular formula: C12H16FNO7
Method: DFT, the ωB97M-V functional and the def2-TZVPD basis

Results
E_LUMO = -0.0109 Ha
charge = 0
SMILES string = CCCNC1=C(OCC)C(=O)OC1=O.O=C1OC[C@@H](F)O1
HOMO-LUMO gap = 8.69 eV

Each atom is followed by the atoms it is bonded to, with distances in Å.
Element x y z (Å)
1 C 1.505 3.020 0.420  C2 1.530, H15 1.081, H16 1.081, H17 1.083
2 C 0.932 2.529 1.751  C1 1.530, C3 1.531, H18 1.081, H19 1.080
3 C 0.779 1.006 1.752  C2 1.531, N4 1.471, H20 1.085, H21 1.076
4 N 1.866 0.379 2.519  C3 1.471, C5 1.383, H22 1.007
5 C 2.384 -0.805 2.024  N4 1.383, C6 1.342, C13 1.489
6 C 1.876 -1.785 1.261  C5 1.342, O7 1.335, C10 1.485
7 O 0.631 -1.881 0.790  C6 1.335, C8 1.438
8 C 0.498 -2.275 -0.587  O7 1.438, C9 1.506, H23 1.080, H24 1.081
9 C 0.392 -1.056 -1.465  C8 1.506, H25 1.083, H26 1.082, H27 1.078
10 C 2.934 -2.813 1.088  C6 1.485, O11 1.207, O12 1.378
11 O 2.874 -3.879 0.528  C10 1.207
12 O 4.069 -2.391 1.747  C10 1.378, C13 1.382
13 C 3.797 -1.164 2.323  C5 1.489, O12 1.382, O14 1.219
14 O 4.614 -0.506 2.944  C13 1.219
15 H 1.970 3.991 0.523  C1 1.081
16 H 2.225 2.318 0.021  C1 1.081
17 H 0.702 3.126 -0.300  C1 1.083
18 H -0.024 3.008 1.906  C2 1.081
19 H 1.598 2.818 2.551  C2 1.080
20 H -0.183 0.706 2.154  C3 1.085
21 H 0.810 0.655 0.735  C3 1.076
22 H 1.652 0.317 3.501  N4 1.007
23 H -0.393 -2.883 -0.641  C8 1.080
24 H 1.322 -2.893 -0.915  C8 1.081
25 H 1.280 -0.443 -1.370  C9 1.083
26 H 0.323 -1.348 -2.504  C9 1.082
27 H -0.482 -0.494 -1.174  C9 1.078
28 O -2.082 1.885 -1.175  C29 1.180
29 C -2.919 1.191 -1.633  O28 1.180, O30 1.353, O34 1.366
30 O -4.040 1.625 -2.253  C29 1.353, C31 1.432
31 C -4.725 0.489 -2.794  O30 1.432, C32 1.512, H35 1.091, H36 1.086
32 C -4.195 -0.635 -1.933  C31 1.512, F33 1.355, O34 1.418, H37 1.091
33 F -4.095 -1.802 -2.616  C32 1.355
34 O -2.896 -0.175 -1.601  C29 1.366, C32 1.418
35 H -4.441 0.354 -3.838  C31 1.091
36 H -5.801 0.619 -2.722  C31 1.086
37 H -4.760 -0.809 -1.016  C32 1.091


Entry 3:
Molecular formula: C12H16FNSi
Method: DFT, the ωB97M-V functional and the def2-TZVPD basis

Results
E_LUMO (alpha / beta) = -0.0429 / -0.0396 Ha
charge = 0
HOMO-LUMO gap (alpha / beta) = 7.73 / 6.82 eV
energy above the lowest of the compared OMol25 structures with the same formula, charge and spin = 2.733 eV

Each atom is followed by the atoms it is bonded to, with distances in Å.
Element x y z (Å)
1 C 0.071 -2.474 -0.801  C11 1.355, N13 1.146
2 C -3.287 1.688 0.022  C3 1.419, C4 1.364, H16 1.038
3 C -2.989 0.557 -0.780  C2 1.419, C5 1.337, H17 1.139
4 C -2.165 2.312 0.481  C2 1.364, C6 1.411, H18 1.030
5 C -1.769 0.173 -1.167  C3 1.337, C7 1.456, H19 1.055
6 C -0.822 2.033 0.153  C4 1.411, C7 1.424, H20 1.087
7 C -0.605 0.911 -0.697  C5 1.456, C6 1.424, C12 1.435
8 C -1.578 -3.469 0.663  C11 1.487, H21 1.127, H22 1.227, H23 1.105
9 C 2.609 2.119 1.359  Si15 1.919, H24 1.046, H25 1.094, H26 1.091
10 C 3.348 -0.592 0.013  Si15 1.898, H27 1.050, H28 1.071, H29 1.097
11 C -0.735 -2.307 0.275  C1 1.355, C8 1.487, H30 1.039
12 C 0.710 0.438 -1.020  C7 1.435, Si15 1.853, H31 1.092
13 N 0.595 -2.676 -1.800  C1 1.146
14 F 3.086 1.710 -1.320  Si15 1.654
15 Si 2.246 0.948 -0.117  C9 1.919, C10 1.898, C12 1.853, F14 1.654
16 H -4.232 1.858 0.417  C2 1.038
17 H -3.867 -0.069 -1.146  C3 1.139
18 H -2.368 3.098 1.116  C4 1.030
19 H -1.642 -0.566 -1.909  C5 1.055
20 H -0.084 2.775 0.449  C6 1.087
21 H -0.961 -4.368 0.375  C8 1.127
22 H -1.668 -3.469 1.886  C8 1.227
23 H -2.512 -3.254 0.114  C8 1.105
24 H 2.444 3.120 1.105  C9 1.046
25 H 2.099 1.769 2.261  C9 1.094
26 H 3.695 2.082 1.460  C9 1.091
27 H 4.351 -0.464 0.296  C10 1.050
28 H 2.830 -1.304 0.622  C10 1.071
29 H 3.357 -1.095 -0.962  C10 1.097
30 H -0.956 -1.343 0.593  C11 1.039
31 H 0.798 -0.143 -1.941  C12 1.092


Entry 4:
Molecular formula: C12H16N2
Method: DFT, the ωB97M-V functional and the def2-TZVPD basis

Results
E_LUMO (alpha / beta) = 0.1175 / 0.1124 Ha
charge = -1
HOMO-LUMO gap (alpha / beta) = 2.21 / 6.62 eV
energy above the lowest of the compared OMol25 structures with the same formula, charge and spin = 2.864 eV
2S+1 = 2
expectation value of S² = 0.76

Each atom is followed by the atoms it is bonded to, with distances in Å.
Element x y z (Å)
1 C 1.362 2.106 1.309  C5 1.462, H12 1.089, H13 1.136, H15 1.135
2 C 1.793 -1.524 1.629  C3 1.371, C4 1.358, H8 1.125
3 C 2.150 -0.207 1.495  C2 1.371, C5 1.427, H9 1.114
4 C 0.639 -1.892 2.242  C2 1.358, C6 1.388, H10 1.235
5 C 1.155 0.757 1.835  C1 1.462, C3 1.427, C7 1.393
6 C -0.188 -0.900 2.750  C4 1.388, C7 1.361, H11 1.063
7 C -0.009 0.430 2.528  C5 1.393, C6 1.361, H14 1.114
8 H 2.446 -2.358 1.253  C2 1.125
9 H 3.200 0.128 1.341  C3 1.114
10 H 0.366 -3.097 2.257  C4 1.235
11 H -0.947 -1.270 3.396  C6 1.063
12 H 1.596 2.143 0.246  C1 1.089
13 H 2.360 2.346 1.794  C1 1.136
14 H -0.613 1.280 2.920  C7 1.114
15 H 0.811 3.097 1.369  C1 1.135
16 C 0.081 -0.880 -2.169  C17 1.607, C18 1.460, H23 1.143, H24 1.123
17 C -0.673 -2.196 -1.635  C16 1.607, H25 1.088, H29 1.118, H30 1.018
18 C -0.912 0.162 -1.923  C16 1.460, C19 1.391, N21 1.418
19 C -2.238 0.383 -1.564  C18 1.391, N22 1.438, H26 1.173
20 C -1.210 2.358 -2.311  N21 1.343, N22 1.432, H27 1.120
21 N -0.315 1.360 -2.389  C18 1.418, C20 1.343
22 N -2.387 1.806 -1.711  C19 1.438, C20 1.432, H28 0.976
23 H 1.099 -0.758 -1.664  C16 1.143
24 H 0.408 -1.076 -3.225  C16 1.123
25 H -0.531 -3.024 -2.326  C17 1.088
26 H -2.930 -0.225 -0.838  C19 1.173
27 H -1.027 3.452 -2.469  C20 1.120
28 H -3.311 2.121 -1.721  N22 0.976
29 H -1.762 -1.955 -1.699  C17 1.118
30 H -0.412 -2.565 -0.722  C17 1.018


Entry 5:
Molecular formula: C12H16N2
Method: DFT, the ωB97M-V functional and the def2-TZVPD basis

Results
E_LUMO = 0.0292 Ha
charge = 0
SMILES string = CCc1c[nH]cn1.Cc1ccccc1
HOMO-LUMO gap = 9.51 eV
energy above the lowest of the compared OMol25 structures with the same formula, charge and spin = 0.123 eV

Each atom is followed by the atoms it is bonded to, with distances in Å.
Element x y z (Å)
1 C -0.685 -1.190 3.681  C2 1.528, H8 1.089, H9 1.088, H10 1.089
2 C 0.234 -0.682 2.570  C1 1.528, C3 1.497, H11 1.089, H12 1.093
3 C 0.348 0.806 2.455  C2 1.497, C4 1.360, N7 1.383
4 C 1.437 1.617 2.544  C3 1.360, N5 1.370, H13 1.077
5 N 1.011 2.884 2.241  C4 1.370, C6 1.354, H14 0.999
6 C -0.310 2.802 1.958  N5 1.354, N7 1.311, H15 1.077
7 N -0.739 1.567 2.064  C3 1.383, C6 1.311
8 H -0.882 -2.245 3.496  C1 1.089
9 H -1.633 -0.656 3.720  C1 1.088
10 H -0.208 -1.085 4.654  C1 1.089
11 H 1.233 -1.104 2.671  C2 1.089
12 H -0.167 -1.009 1.607  C2 1.093
13 H 2.451 1.368 2.809  C4 1.077
14 H 1.607 3.685 2.217  N5 0.999
15 H -0.913 3.637 1.643  C6 1.077
16 C -1.641 -1.808 -3.955  C17 1.514, H23 1.090, H24 1.092, H25 1.089
17 C -0.653 -1.035 -3.107  C16 1.514, C18 1.381, C22 1.402
18 C -1.013 -0.612 -1.843  C17 1.381, C19 1.393, H26 1.084
19 C -0.107 0.112 -1.071  C18 1.393, C20 1.377, H27 1.082
20 C 1.174 0.368 -1.505  C19 1.377, C21 1.394, H28 1.082
21 C 1.554 -0.097 -2.763  C20 1.394, C22 1.385, H29 1.084
22 C 0.646 -0.772 -3.563  C17 1.402, C21 1.385, H30 1.083
23 H -2.640 -1.388 -3.842  C16 1.090
24 H -1.663 -2.848 -3.622  C16 1.092
25 H -1.408 -1.798 -5.019  C16 1.089
26 H -1.998 -0.841 -1.454  C18 1.084
27 H -0.422 0.454 -0.094  C19 1.082
28 H 1.840 0.914 -0.850  C20 1.082
29 H 2.560 0.093 -3.117  C21 1.084
30 H 0.985 -1.136 -4.525  C22 1.083


Entry 6:
Molecular formula: C12H16N2O
Method: DFT, the ωB97M-V functional and the def2-TZVPD basis

Results
E_LUMO = 0.0239 Ha
charge = 0
SMILES string = Cc1c[nH]c2ccccc12.CCC(N)=O
HOMO-LUMO gap = 8.43 eV
energy above the lowest of the compared OMol25 structures with the same formula, charge and spin = 0.706 eV

Each atom is followed by the atoms it is bonded to, with distances in Å.
Element x y z (Å)
1 C -2.773 0.120 1.032  C2 1.495, H11 1.088, H12 1.097, H13 1.086
2 C -1.633 0.556 0.168  C1 1.495, C3 1.365, C10 1.443
3 C -0.911 1.710 0.256  C2 1.365, N4 1.368, H14 1.080
4 N 0.006 1.855 -0.749  C3 1.368, C5 1.395, H15 1.007
5 C -0.086 0.724 -1.562  N4 1.395, C6 1.375, C10 1.424
6 C 0.574 0.466 -2.739  C5 1.375, C7 1.391, H16 1.079
7 C 0.188 -0.698 -3.395  C6 1.391, C8 1.397, H17 1.085
8 C -0.733 -1.596 -2.851  C7 1.397, C9 1.393, H18 1.084
9 C -1.457 -1.261 -1.708  C8 1.393, C10 1.402, H19 1.082
10 C -1.115 -0.092 -1.013  C2 1.443, C5 1.424, C9 1.402
11 H -3.661 0.594 0.618  C1 1.088
12 H -2.519 0.459 2.044  C1 1.097
13 H -2.920 -0.950 1.139  C1 1.086
14 H -0.841 2.411 1.074  C3 1.080
15 H 0.454 2.718 -1.011  N4 1.007
16 H 1.234 1.130 -3.275  C6 1.079
17 H 0.455 -0.897 -4.428  C7 1.085
18 H -0.986 -2.587 -3.210  C8 1.084
19 H -2.213 -1.874 -1.234  C9 1.082
20 C 1.814 -1.665 0.806  C21 1.496, H25 1.090, H26 1.087, H27 1.095
21 C 1.344 -0.758 1.899  C20 1.496, C22 1.499, H28 1.107, H29 1.093
22 C 1.913 0.627 1.955  C21 1.499, N23 1.348, O24 1.229
23 N 1.241 1.646 2.527  C22 1.348, H30 1.005, H31 1.012
24 O 3.007 0.813 1.425  C22 1.229
25 H 2.889 -1.834 0.870  C20 1.090
26 H 1.537 -1.253 -0.161  C20 1.087
27 H 1.479 -2.695 0.966  C20 1.095
28 H 0.244 -0.657 1.822  C21 1.107
29 H 1.479 -1.149 2.911  C21 1.093
30 H 1.517 2.605 2.647  N23 1.005
31 H 0.474 1.529 3.176  N23 1.012